# 1
This record from the OMol25 dataset describes a molecular structure, C36H59N7PRuS2SbSi3. The level of theory is wB97M-V/def2-TZVPD.

Properties
Charge   +3
Energy above the lowest of the compared OMol25 structures with the same formula, charge and spin   20.4 kJ/mol
Frontier orbital gap (alpha / beta)   7.4 / 7.0 eV
<S²>   8.77
Multiplicity   6
E   -112410.15935 eV

Each line ends with the Mulliken charge.
Geometry (Å):
1 Ru 0.453 0.955 -0.733  0.76
2 C -4.690 1.040 -0.590  -1.44
3 Sb -2.716 0.319 -0.252  0.46
4 C -1.465 1.688 -1.329  0.84
5 C -1.798 1.207 -2.692  -0.37
6 C -1.326 1.743 -3.897  -0.70
7 C -1.723 1.167 -5.089  -0.67
8 C -2.580 0.068 -5.087  -0.99
9 C -3.002 -0.417 -3.868  -0.55
10 N -2.610 0.134 -2.716  -0.01
11 Si -1.498 3.558 -0.956  0.58
12 C -0.363 4.485 -2.132  -1.29
13 C -3.212 4.267 -1.166  -1.14
14 C -0.872 3.811 0.796  -0.13
15 C -2.295 -0.008 1.896  2.33
16 C -0.919 0.394 2.355  -2.53
17 C -0.671 0.408 3.738  -0.84
18 C 0.567 0.723 4.251  -1.51
19 C 1.600 1.017 3.370  -1.30
20 C 1.316 0.949 2.030  -0.21
21 N 0.104 0.647 1.512  1.37
22 Si -3.783 0.836 2.855  0.53
23 C -5.360 -0.036 2.342  -0.88
24 C -3.740 0.758 4.727  -1.30
25 C -3.783 2.666 2.440  -0.68
26 Si -2.307 -1.958 2.094  0.45
27 C -3.484 -2.777 0.887  -0.97
28 C -0.548 -2.542 1.737  -0.95
29 C -2.741 -2.493 3.827  -1.23
30 H -4.596 1.697 -1.453  0.57
31 H -5.093 1.582 0.258  0.54
32 H -5.335 0.200 -0.839  0.48
33 H -0.663 2.595 -3.895  0.40
34 H -1.373 1.579 -6.027  0.54
35 H -2.919 -0.388 -6.005  0.49
36 H -3.675 -1.264 -3.795  0.56
37 H -0.844 4.686 -3.091  0.43
38 H 0.584 3.977 -2.328  0.21
39 H -0.137 5.461 -1.693  0.40
40 H -3.591 4.067 -2.172  0.39
41 H -3.169 5.353 -1.054  0.50
42 H -3.949 3.898 -0.451  0.35
43 H 0.174 3.519 0.916  -0.16
44 H -1.452 3.276 1.550  -0.38
45 H -0.932 4.876 1.035  0.64
46 H -1.473 0.164 4.412  0.77
47 H 0.724 0.737 5.322  0.54
48 H 2.589 1.290 3.710  0.58
49 H 2.109 1.140 1.310  0.28
50 H -5.483 -0.959 2.912  0.32
51 H -5.468 -0.283 1.289  0.18
52 H -6.203 0.608 2.606  0.43
53 H -3.617 -0.236 5.154  0.41
54 H -4.726 1.113 5.043  0.46
55 H -3.011 1.435 5.173  0.40
56 H -3.475 2.914 1.424  -0.27
57 H -3.113 3.196 3.121  0.43
58 H -4.781 3.084 2.589  0.54
59 H -3.130 -2.755 -0.147  0.20
60 H -4.494 -2.372 0.912  0.36
61 H -3.562 -3.831 1.171  0.54
62 H -0.065 -1.986 0.929  -0.22
63 H -0.563 -3.602 1.468  0.74
64 H 0.074 -2.435 2.631  0.45
65 H -3.764 -2.246 4.111  0.32
66 H -2.065 -2.098 4.586  0.34
67 H -2.657 -3.583 3.865  0.45
68 C -0.735 -2.515 -2.035  -0.44
69 C 0.273 -1.737 -2.807  -0.36
70 N 0.864 -0.641 -2.389  1.20
71 C 1.785 -0.183 -3.316  -0.87
72 C 1.877 -0.935 -4.442  -0.37
73 S 0.799 -2.254 -4.349  -0.20
74 C 2.544 1.027 -2.996  -0.59
75 C 3.525 1.612 -3.730  -0.25
76 S 4.094 3.012 -2.936  -0.14
77 C 2.996 2.758 -1.657  -0.42
78 N 2.249 1.686 -1.816  1.92
79 C 2.891 3.705 -0.510  -0.89
80 H -1.645 -2.662 -2.615  0.40
81 H -0.984 -1.984 -1.119  -0.75
82 H -0.345 -3.501 -1.773  0.64
83 H 2.497 -0.773 -5.309  0.53
84 H 3.926 1.303 -4.681  0.50
85 H 3.870 4.081 -0.216  0.53
86 H 2.431 3.214 0.345  -0.09
87 H 2.273 4.563 -0.782  0.25
88 C 6.063 -3.179 -0.882  -0.74
89 N 6.088 -2.300 0.384  0.08
90 C 5.672 -3.182 1.578  -0.77
91 N 4.410 -3.780 1.340  0.20
92 C 4.444 -4.585 0.120  -0.97
93 N 4.788 -3.777 -1.050  0.22
94 C 3.742 -2.812 -1.393  -1.40
95 P 3.395 -1.581 -0.043  1.19
96 C 5.182 -1.110 0.239  -1.32
97 C 3.307 -2.818 1.343  -1.31
98 H 6.833 -3.936 -0.736  0.37
99 H 6.326 -2.536 -1.721  0.37
100 H 7.046 -1.978 0.537  0.34
101 H 5.661 -2.540 2.458  0.38
102 H 6.452 -3.938 1.676  0.37
103 H 3.473 -5.050 -0.034  0.36
104 H 5.191 -5.372 0.236  0.30
105 H 2.822 -3.358 -1.614  0.49
106 H 4.019 -2.283 -2.308  0.50
107 H 5.277 -0.510 1.145  0.45
108 H 5.548 -0.516 -0.600  0.48
109 H 2.364 -3.362 1.264  0.52
110 H 3.282 -2.292 2.301  0.46

# 2
This record from the OMol25 dataset describes a molecular structure, C20H29HfN5O2S2 at a distorted geometry. The level of theory is wB97M-V/def2-TZVPD.

Properties
Charge   +4
Energy above the lowest of the compared OMol25 structures with the same formula, charge and spin   0.0 kJ/mol
Frontier orbital gap   7.0 eV
E   -55694.63528 eV

Each line ends with the Mulliken charge.
Geometry (Å):
1 Hf -3.407 -11.398 -12.306  1.45
2 O -4.536 -10.771 -13.672  -0.73
3 S -5.574 -10.973 -15.080  0.41
4 C -6.448 -12.427 -14.518  -0.85
5 C -5.439 -13.543 -14.262  0.24
6 C -6.184 -14.656 -13.504  -1.03
7 C -6.518 -14.191 -12.094  -0.52
8 S -5.143 -14.116 -10.805  0.16
9 O -4.066 -12.927 -11.354  -0.34
10 C -4.211 -15.574 -10.949  0.94
11 C -4.200 -16.547 -9.896  -0.56
12 C -3.523 -17.761 -10.083  -0.50
13 C -2.816 -18.071 -11.261  -0.60
14 C -2.849 -17.126 -12.252  -0.58
15 C -3.502 -15.903 -12.128  -0.31
16 C -6.939 -9.666 -14.986  0.75
17 C -6.751 -8.540 -14.163  -0.28
18 C -7.789 -7.622 -14.066  -0.54
19 C -8.967 -7.771 -14.792  -0.42
20 C -9.223 -9.020 -15.456  -0.65
21 C -8.168 -9.932 -15.610  -0.33
22 H -7.115 -12.650 -15.412  0.49
23 H -7.043 -12.167 -13.670  0.49
24 H -4.628 -13.070 -13.690  -0.57
25 H -5.027 -13.812 -15.237  0.55
26 H -5.532 -15.533 -13.420  0.42
27 H -7.084 -15.021 -13.994  0.49
28 H -7.217 -14.905 -11.640  0.57
29 H -6.943 -13.172 -11.997  0.32
30 H -4.774 -16.357 -9.002  0.46
31 H -3.560 -18.472 -9.273  0.44
32 H -2.202 -18.983 -11.314  0.45
33 H -2.262 -17.288 -13.125  0.42
34 H -3.439 -15.184 -12.925  0.30
35 H -5.810 -8.432 -13.609  0.33
36 H -7.655 -6.732 -13.476  0.39
37 H -9.687 -6.918 -14.943  0.39
38 H -10.194 -9.146 -15.933  0.39
39 H -8.293 -10.772 -16.296  0.42
40 C -3.222 -7.783 -9.116  -0.92
41 N -2.089 -8.689 -9.239  0.00
42 C -0.899 -8.219 -8.564  -1.01
43 C -2.099 -9.592 -10.228  0.91
44 N -3.229 -9.912 -10.857  -0.49
45 N -0.919 -10.248 -10.386  0.00
46 C -0.461 -11.094 -11.344  0.83
47 N 0.866 -11.200 -11.317  -0.33
48 N -1.239 -11.706 -12.201  -0.57
49 H -4.166 -8.224 -9.518  0.31
50 H -2.995 -6.857 -9.675  0.42
51 H -3.336 -7.516 -8.052  0.35
52 H -0.252 -9.051 -8.111  0.47
53 H -1.321 -7.559 -7.765  0.29
54 H -0.325 -7.546 -9.270  0.44
55 H -4.085 -9.528 -10.372  0.17
56 H -0.237 -9.842 -9.753  -0.05
57 H 1.350 -10.666 -10.629  0.18
58 H 1.424 -11.655 -12.076  0.27
59 H -0.818 -12.055 -13.035  0.28

# 3
This record from the OMol25 dataset describes a gas-phase ion, C3H8N3S2 (charge +1) at a distorted geometry. The level of theory is wB97M-V/def2-TZVPD.

Properties
Charge   +1
Energy above the lowest of the compared OMol25 structures with the same formula, charge and spin   363.5 kJ/mol
Frontier orbital gap   7.8 eV
E   -29371.30501 eV

Each line ends with the Mulliken charge.
Geometry (Å):
1 C 1.183 -1.646 2.538  0.38
2 C -1.491 0.496 -0.337  -1.60
3 C -0.105 -0.112 -0.747  -0.11
4 N 0.765 0.610 1.749  -0.14
5 N 1.256 -0.457 2.471  -0.26
6 N 0.083 0.321 -2.218  -0.32
7 S 1.453 -3.177 2.730  -0.26
8 S 1.171 0.958 0.161  0.01
9 H -1.497 1.553 -0.470  0.46
10 H -2.275 0.146 -0.865  0.61
11 H -1.630 0.006 0.594  0.39
12 H 0.051 -1.066 -0.339  0.47
13 H 0.600 1.347 2.402  0.30
14 H 0.573 -0.486 -2.612  0.36
15 H 0.715 1.067 -2.414  0.36
16 H -0.852 0.439 -2.642  0.36

Please write out number 2 again, unchanged.
This record from the OMol25 dataset describes a molecular structure, C20H29HfN5O2S2 at a distorted geometry. The level of theory is wB97M-V/def2-TZVPD.

Properties
Charge   +4
Energy above the lowest of the compared OMol25 structures with the same formula, charge and spin   0.0 kJ/mol
Frontier orbital gap   7.0 eV
E   -55694.63528 eV

Each line ends with the Mulliken charge.
Geometry (Å):
1 Hf -3.407 -11.398 -12.306  1.45
2 O -4.536 -10.771 -13.672  -0.73
3 S -5.574 -10.973 -15.080  0.41
4 C -6.448 -12.427 -14.518  -0.85
5 C -5.439 -13.543 -14.262  0.24
6 C -6.184 -14.656 -13.504  -1.03
7 C -6.518 -14.191 -12.094  -0.52
8 S -5.143 -14.116 -10.805  0.16
9 O -4.066 -12.927 -11.354  -0.34
10 C -4.211 -15.574 -10.949  0.94
11 C -4.200 -16.547 -9.896  -0.56
12 C -3.523 -17.761 -10.083  -0.50
13 C -2.816 -18.071 -11.261  -0.60
14 C -2.849 -17.126 -12.252  -0.58
15 C -3.502 -15.903 -12.128  -0.31
16 C -6.939 -9.666 -14.986  0.75
17 C -6.751 -8.540 -14.163  -0.28
18 C -7.789 -7.622 -14.066  -0.54
19 C -8.967 -7.771 -14.792  -0.42
20 C -9.223 -9.020 -15.456  -0.65
21 C -8.168 -9.932 -15.610  -0.33
22 H -7.115 -12.650 -15.412  0.49
23 H -7.043 -12.167 -13.670  0.49
24 H -4.628 -13.070 -13.690  -0.57
25 H -5.027 -13.812 -15.237  0.55
26 H -5.532 -15.533 -13.420  0.42
27 H -7.084 -15.021 -13.994  0.49
28 H -7.217 -14.905 -11.640  0.57
29 H -6.943 -13.172 -11.997  0.32
30 H -4.774 -16.357 -9.002  0.46
31 H -3.560 -18.472 -9.273  0.44
32 H -2.202 -18.983 -11.314  0.45
33 H -2.262 -17.288 -13.125  0.42
34 H -3.439 -15.184 -12.925  0.30
35 H -5.810 -8.432 -13.609  0.33
36 H -7.655 -6.732 -13.476  0.39
37 H -9.687 -6.918 -14.943  0.39
38 H -10.194 -9.146 -15.933  0.39
39 H -8.293 -10.772 -16.296  0.42
40 C -3.222 -7.783 -9.116  -0.92
41 N -2.089 -8.689 -9.239  0.00
42 C -0.899 -8.219 -8.564  -1.01
43 C -2.099 -9.592 -10.228  0.91
44 N -3.229 -9.912 -10.857  -0.49
45 N -0.919 -10.248 -10.386  0.00
46 C -0.461 -11.094 -11.344  0.83
47 N 0.866 -11.200 -11.317  -0.33
48 N -1.239 -11.706 -12.201  -0.57
49 H -4.166 -8.224 -9.518  0.31
50 H -2.995 -6.857 -9.675  0.42
51 H -3.336 -7.516 -8.052  0.35
52 H -0.252 -9.051 -8.111  0.47
53 H -1.321 -7.559 -7.765  0.29
54 H -0.325 -7.546 -9.270  0.44
55 H -4.085 -9.528 -10.372  0.17
56 H -0.237 -9.842 -9.753  -0.05
57 H 1.350 -10.666 -10.629  0.18
58 H 1.424 -11.655 -12.076  0.27
59 H -0.818 -12.055 -13.035  0.28

Q: The highest energy above the lowest of the compared OMol25 structures with the same formula, charge and spin belongs to which entry?
A: C3H8N3S2

Q: Which value of energy above the lowest of the compared OMol25 structures with the same formula, charge and spin does entry 1 give?
A: 20.4 kJ/mol